ORCA calculation (wB97M-V/def2-TZVPD) on a structure of composition C47H41IrN3O3P2S2SbSe2.

Its gap between HOMO and LUMO (alpha / beta) is 7.44 / 5.77 eV. The calculation puts the energy at -8832.0741 Ha. The value obtained for the LUMO energy (alpha / beta) is 0.06 / -2.43 eV. As for the multiplicity: 5. Its relative energy (zero: lowest compared OMol25 entry of this formula, charge and spin) is 0.000 eV.

Last column: Mulliken spin population.
Atoms and positions in Å:
C  -4.552831  1.514615  -0.045258  0.003
H  1.172934  -6.975202  -3.824845  0.000
S  0.298619  -0.748205  5.082965  -0.022
C  -0.315218  -1.662488  -0.894402  -0.004
C  3.340631  -1.685575  -0.610934  -0.022
H  0.851982  5.549934  1.024696  0.001
C  0.842803  -6.849245  -1.706946  0.000
O  1.641315  -0.751793  4.448059  0.113
C  -4.545350  1.722539  -1.415684  0.001
H  4.648853  -3.790775  4.048877  0.000
H  3.357074  5.337097  -2.420912  0.000
H  0.385178  5.323907  4.777458  -0.001
Se  2.628946  0.732022  1.499049  0.262
C  -0.314757  4.618649  4.328987  0.029
C  -1.187799  5.303430  3.311830  -0.029
C  -2.354564  2.673070  -1.247754  -0.005
C  0.737687  1.635406  -1.574741  0.011
C  1.348721  -4.176644  3.394646  0.003
C  -2.734874  6.729576  1.463734  0.004
N  -1.579394  -0.724618  0.594876  -0.030
C  3.689675  -3.643272  3.572051  0.003
H  4.379938  -4.432926  -2.284880  0.000
C  2.127411  3.628737  -2.040031  -0.007
H  -0.060154  -4.050837  -0.043589  0.000
N  -1.585853  -1.330681  -0.563980  0.008
C  2.583440  -4.376622  3.986975  0.001
H  1.589412  0.955410  -1.620858  -0.010
H  0.276418  1.610605  -2.564402  0.000
H  -2.879328  0.741668  2.473705  -0.001
H  4.413407  -2.118117  2.258455  0.007
S  -0.187536  1.265209  4.874840  0.456
C  -4.189212  -2.205014  -4.402639  0.000
H  -3.144377  2.464829  2.804214  -0.001
H  -1.634949  6.909382  4.654264  0.000
H  -3.437383  2.485827  -3.089672  0.000
C  4.979600  -1.096527  -2.257202  0.009
C  4.111393  -0.719028  -1.245339  -0.010
C  -2.160116  5.522064  1.114023  -0.008
O  0.200145  -1.296595  6.393511  0.008
H  0.278925  3.824231  3.871430  -0.020
N  -0.338161  -0.656628  1.041577  0.160
C  5.072644  -2.428398  -2.630801  0.001
C  -3.497462  1.607229  2.223209  0.008
Se  1.483924  -1.499719  -3.670009  0.000
C  0.708405  3.721565  -0.104231  0.005
H  -1.094615  -0.854989  -4.694641  0.000
H  0.013500  1.222024  -0.875872  -0.002
P  2.197302  -1.247609  0.690353  0.150
C  4.308876  -3.394579  -1.990282  0.001
C  0.498451  -6.025427  -0.647627  0.000
C  -2.683034  -3.166195  -2.799400  0.000
H  -4.511987  1.394087  2.559559  -0.002
H  -2.320505  5.137638  0.113544  -0.001
H  -3.010650  8.162236  3.041515  0.000
H  2.686199  -5.095593  4.789009  0.000
C  0.218074  -4.684035  -0.874478  0.000
C  -3.448009  2.311507  -2.021782  -0.001
H  4.027222  0.322665  -0.960841  -0.003
C  3.557595  -2.707900  2.565839  0.008
H  -3.358093  -0.710309  -5.696423  0.000
H  0.483012  -4.726154  3.738189  0.001
O  -0.646593  -1.291760  4.059154  0.181
C  1.209693  -3.241091  2.379498  -0.018
C  -2.557012  7.223851  2.749831  -0.003
C  1.180483  3.018721  -1.215927  -0.012
H  5.579512  -0.347519  -2.755487  0.000
C  -2.347915  2.433959  0.121058  0.030
Ir  0.361084  0.465359  2.744845  2.450
C  3.446024  -3.028320  -0.973567  0.001
C  -1.394018  4.797924  2.030382  0.080
C  2.163574  5.580189  -0.652561  -0.001
C  -1.789753  6.516628  3.656048  0.003
H  -5.177075  -2.148582  -4.841199  0.000
C  0.638545  -4.994079  -3.221848  0.000
C  -1.658466  -2.354051  -3.278713  -0.001
H  0.233114  -3.052470  1.957381  -0.006
C  2.618934  4.891510  -1.766627  0.004
C  1.212035  4.995775  0.166429  0.010
H  -2.501760  -3.844524  -1.975059  0.000
H  -1.498350  3.134949  -1.724860  0.001
C  -1.901919  -1.474050  -4.324464  0.001
H  0.713710  -4.584663  -4.222448  0.000
C  -3.170495  -1.398707  -4.882612  0.000
H  -5.419550  1.064850  0.424206  0.000
H  5.746191  -2.716562  -3.427101  0.000
C  2.315077  -2.508512  1.965140  0.000
C  -3.463362  1.864510  0.744358  -0.014
C  -3.944158  -3.092928  -3.361551  0.000
H  1.061501  -7.894436  -1.532514  0.000
H  0.443889  -6.421097  0.358354  0.000
Sb  -0.659908  2.910922  1.313610  0.248
H  -3.324455  7.278172  0.740827  0.001
H  2.483428  3.087991  -2.909612  0.000
P  -0.018257  -2.406736  -2.514099  0.000
C  0.292558  -4.160439  -2.159612  0.001
H  -0.901227  4.177773  5.136536  0.002
H  -4.738479  -3.723089  -2.984547  0.000
C  0.495033  -1.235981  0.149307  -0.031
H  2.541294  6.567679  -0.422803  0.000
C  0.906760  -6.332133  -2.996082  0.000
H  -5.402626  1.431148  -2.008805  0.000
H  2.859403  -3.785675  -0.465871  0.000

Cartesian forces (eV/Å) of the 3 atoms listed first:
-0.01 0.01 0.01
0.00 0.00 0.00
0.26 -0.38 -0.36